Record 1
The following is a quantum chemistry calculation of a molecular structure, C30H32Br2N6OPt, from the OMol25 dataset.

Geometry (Å):
Pt (0.19, -0.48, 0.31)
Br (0.57, -4.48, 3.55)
Br (-4.65, -3.05, 5.16)
O (0.19, -2.15, 1.74)
N (1.18, 1.40, 1.51)
N (4.40, -1.51, -0.80)
N (-1.96, -0.48, 1.38)
N (2.34, -0.87, -0.46)
N (0.03, 1.15, -1.04)
N (-0.76, -1.48, -1.69)
C (0.22, -2.48, -2.14)
C (-4.24, -0.79, 2.94)
C (0.73, 4.96, 0.47)
C (4.14, -0.52, -1.70)
C (-0.94, -3.37, 3.39)
C (-1.17, 0.34, -4.93)
C (-0.80, -0.41, -2.66)
C (0.85, 2.56, 0.71)
C (-1.29, -0.63, -3.94)
C (5.65, -2.22, -0.68)
C (-0.26, 0.87, -2.34)
C (-0.85, -2.32, 2.43)
C (-0.09, 4.82, -0.64)
C (1.15, 3.83, 1.16)
C (-3.15, -2.75, 4.05)
C (-0.37, 3.56, -1.14)
C (-2.94, 1.40, 0.18)
C (0.43, 1.43, 2.77)
C (0.18, 2.40, -0.53)
C (-0.48, 1.51, -4.67)
C (-3.16, -1.68, 3.11)
C (-3.00, 0.33, 1.22)
C (-2.02, -1.46, 2.30)
C (3.29, -1.69, -0.07)
C (2.61, 1.28, 1.77)
C (-4.15, 0.20, 2.00)
C (-2.04, -2.12, -1.44)
C (2.86, -0.13, -1.48)
C (-0.02, 1.77, -3.40)
C (-2.06, -3.58, 4.18)
H (-5.13, -0.90, 3.54)
H (-2.44, 2.29, 0.57)
H (1.71, 3.95, 2.08)
H (2.96, 2.04, 2.47)
H (-1.05, 3.45, -1.97)
H (2.81, 0.30, 2.21)
H (2.30, 0.63, -1.99)
H (0.44, -3.17, -1.32)
H (-3.95, 1.70, -0.10)
H (-4.96, 0.90, 1.86)
H (-2.07, -4.38, 4.89)
H (-0.63, 1.58, 2.57)
H (5.47, -3.30, -0.68)
H (0.57, 2.65, -3.20)
H (1.14, -1.99, -2.46)
H (-0.52, 5.68, -1.12)
H (3.17, 1.37, 0.84)
H (-0.29, 2.23, -5.46)
H (-0.17, -3.06, -2.98)
H (-2.79, -1.38, -1.18)
H (-2.41, 1.07, -0.70)
H (0.57, 0.48, 3.29)
H (0.78, 2.23, 3.42)
H (-2.39, -2.69, -2.31)
H (-1.92, -2.83, -0.62)
H (-1.56, 0.14, -5.92)
H (4.86, -0.17, -2.41)
H (3.20, -2.41, 0.72)
H (0.99, 5.94, 0.83)
H (6.29, -1.97, -1.53)
H (-1.76, -1.57, -4.18)
H (6.17, -1.94, 0.24)

Calculated values
LUMO level (spin up / spin down), eV: -5.77 / -7.87
Charge: +2
HOMO energy (spin up / spin down), eV: -12.9 / -14.3
Energy, a.u.: -6832.9606
Multiplicity: 5

=====

Record 2
The following is a quantum chemistry calculation of 2 unconnected molecules or ions with the total composition C4H4ClN, from the OMol25 dataset.

Geometry (Å):
Cl (-1.85, 1.70, -0.58)
N (1.87, -1.54, 0.48)
C (-0.97, 0.17, 1.47)
C (-0.80, 0.64, 0.27)
C (0.82, -0.23, -1.42)
C (1.41, -0.89, -0.37)
H (-1.72, 0.51, 2.06)
H (-0.21, -0.55, 1.88)
H (0.96, 0.88, -1.52)
H (0.48, -0.70, -2.26)

Calculated values
LUMO level (spin up / spin down), eV: -1.08 / -1.33
Energy relative to the best compared isomer or geometry (same formula, charge and spin), kcal/mol: 106.0
Charge: 0
HOMO energy (spin up / spin down), eV: -9.5 / -9.5
Energy, a.u.: -669.5925
Multiplicity: 1

=====

Record 3
The following is a quantum chemistry calculation of a molecular structure, C34H29Cl5InO3PS2, from the OMol25 dataset.

Geometry (Å):
In (0.14, 1.03, -0.34)
Cl (-3.47, -1.50, -4.24)
Cl (-2.78, 0.40, -1.85)
Cl (1.73, -2.94, -4.54)
Cl (2.41, -0.98, -2.23)
Cl (-1.21, -3.19, -5.56)
S (2.38, 1.29, 0.74)
S (1.11, 2.63, -2.17)
P (1.68, -2.06, 0.55)
O (-1.49, -1.71, 0.28)
O (-1.27, 2.33, 0.43)
O (-1.62, -0.29, 3.10)
C (-0.23, -0.42, -2.07)
C (-1.84, -1.37, -3.65)
C (2.32, -2.93, 4.54)
C (3.86, -3.76, -0.23)
C (-0.89, -0.87, 0.92)
C (-0.78, -5.62, -1.09)
C (-0.77, -5.38, 0.28)
C (0.36, -1.56, 4.45)
C (0.00, -4.35, 0.81)
C (0.47, -2.00, -3.79)
C (5.21, -4.03, -0.40)
C (5.75, -1.95, 0.66)
C (6.16, -3.13, 0.04)
C (1.47, -2.16, 2.39)
C (3.17, 2.48, -0.30)
C (3.43, -2.58, 0.38)
C (0.78, -3.55, -0.02)
C (2.40, -2.88, 3.16)
C (2.67, 3.00, -1.44)
C (-1.08, 3.39, 1.32)
C (3.46, 4.04, -2.21)
C (-0.02, -4.81, -1.92)
C (0.75, -1.14, -2.73)
C (4.40, -1.68, 0.82)
C (-0.79, -0.86, 2.40)
C (0.74, -3.79, -1.40)
C (4.53, 2.91, 0.23)
C (-0.56, 2.90, 2.68)
C (-0.83, -2.12, -4.25)
C (-2.45, 4.04, 1.52)
C (1.29, -2.25, 5.19)
C (-1.52, -0.54, -2.58)
C (0.42, -1.50, 3.06)
C (-0.11, 4.42, 0.74)
H (-1.21, 2.12, 3.07)
H (3.13, -4.48, -0.57)
H (1.30, -3.14, -2.07)
H (6.48, -1.22, 0.99)
H (-0.02, -4.17, 1.87)
H (5.34, 2.65, -0.45)
H (-0.44, 4.74, -0.25)
H (-0.46, -1.03, 4.92)
H (0.45, 2.50, 2.57)
H (-2.42, 4.86, 2.25)
H (-0.04, 5.30, 1.40)
H (3.10, 5.04, -1.97)
H (-1.39, -5.98, 0.94)
H (-3.16, 3.28, 1.87)
H (4.09, -0.73, 1.26)
H (-1.39, -6.41, -1.50)
H (5.51, -4.95, -0.89)
H (-0.52, 3.73, 3.40)
H (3.05, -3.49, 5.10)
H (-0.03, -4.97, -3.00)
H (3.30, 3.90, -3.28)
H (4.73, 2.42, 1.18)
H (4.57, 3.99, 0.41)
H (0.89, 3.99, 0.63)
H (7.22, -3.33, -0.10)
H (3.20, -3.40, 2.66)
H (-2.82, 4.42, 0.57)
H (1.22, -2.27, 6.27)
H (4.53, 4.00, -2.01)

Calculated values
LUMO level, eV: 4.11
Energy relative to the best compared isomer or geometry (same formula, charge and spin), kcal/mol: 4.9
Charge: -2
HOMO energy, eV: -1.1
Energy, a.u.: -5167.6233
Multiplicity: 1

=====

Record 4
The following is a quantum chemistry calculation of a single C14H17BrN2O3 molecule, from the OMol25 dataset.

Geometry (Å):
Br (1.19, 0.23, -3.58)
O (1.40, -1.67, 2.25)
O (1.39, 0.14, 0.93)
O (-2.47, -1.08, 0.51)
N (-0.96, 2.90, -1.31)
N (-1.70, 0.34, 2.09)
C (-0.04, -0.56, 4.26)
C (0.78, -3.41, 0.69)
C (-1.84, -0.08, 0.81)
C (1.89, -2.50, 1.18)
C (-1.47, 2.14, -0.36)
C (-0.18, 2.35, -2.22)
C (1.14, -0.40, 1.98)
C (-1.22, 0.78, -0.25)
C (-2.28, -0.46, 3.15)
C (0.50, 0.34, 3.15)
C (-0.64, 1.20, 2.56)
C (-1.23, -1.38, 3.77)
C (0.09, 0.98, -2.23)
C (-0.45, 0.18, -1.24)
H (-0.25, 1.81, 1.75)
H (-0.26, -0.89, -1.22)
H (1.27, 1.01, 3.55)
H (-0.91, -2.11, 3.03)
H (2.72, -3.08, 1.60)
H (2.26, -1.85, 0.38)
H (1.14, -3.99, -0.15)
H (-1.67, -1.93, 4.61)
H (-0.08, -2.82, 0.37)
H (0.75, -1.23, 4.60)
H (-0.34, 0.07, 5.09)
H (-1.04, 1.86, 3.34)
H (-2.11, 2.65, 0.35)
H (-2.69, 0.22, 3.90)
H (-3.09, -1.05, 2.71)
H (0.23, 3.01, -2.97)
H (0.46, -4.08, 1.48)

Calculated values
LUMO level, eV: 0.67
Energy relative to the best compared isomer or geometry (same formula, charge and spin), kcal/mol: 0.0
Charge: 0
HOMO energy, eV: -9.3
SMILES string: CCOC(=O)[C@@H]1CCCN(C(=O)c2cncc(Br)c2)C1
Energy, a.u.: -3452.9674
Multiplicity: 1

=====

Record 5
The following is a quantum chemistry calculation of 2 unconnected molecules or ions with the total composition C6H8N2OS, from the OMol25 dataset.

Geometry (Å):
S (0.24, 2.30, -2.62)
O (3.61, 2.82, 0.08)
N (0.99, 1.16, 3.37)
N (1.61, 1.65, -0.45)
C (0.61, 1.37, -1.37)
C (2.61, 2.35, -0.33)
C (1.22, 1.77, 2.41)
C (1.03, -1.10, -1.25)
C (-0.81, 0.21, 0.09)
C (-0.06, 0.10, -1.22)
H (-0.73, -0.12, -1.99)
H (-0.15, -0.15, 0.97)
H (1.94, -1.02, -0.69)
H (1.41, -1.13, -2.44)
H (-1.79, -0.45, 0.16)
H (0.57, -2.05, -0.87)
H (0.56, 0.71, 4.19)
H (-1.20, 1.13, 0.40)

Calculated values
LUMO level, eV: -0.11
Energy relative to the best compared isomer or geometry (same formula, charge and spin), kcal/mol: 76.1
Charge: 0
HOMO energy, eV: -8.6
Energy, a.u.: -816.2638
Multiplicity: 1

=====

Record 6
The following is a quantum chemistry calculation of a molecular structure, C3H5NOS, from the OMol25 dataset.

Geometry (Å):
S (-2.09, -0.89, -0.01)
O (-0.23, 0.87, -0.01)
N (-0.49, -1.40, -0.01)
C (1.77, -0.49, 0.00)
C (-1.66, 0.87, -0.02)
C (0.28, -0.40, -0.01)
H (-2.02, 1.52, -0.81)
H (-1.97, 1.32, 0.95)
H (2.19, 0.06, 0.84)
H (2.13, -1.50, -0.04)
H (2.08, 0.05, -0.89)

Calculated values
LUMO level, eV: 0.92
Energy relative to the best compared isomer or geometry (same formula, charge and spin), kcal/mol: 26.3
Charge: 0
HOMO energy, eV: -8.1
Energy, a.u.: -645.4698
Multiplicity: 1

=====

| no. | strongest force on any atom (Eh/bohr) |
| --- | --- |
| 1 | 0.0176 |
| 2 | 0.0930 |
| 3 | 0.0178 |
| 4 | 0.0122 |
| 5 | 0.1008 |
| 6 | 0.0390 |